The following is a quantum chemistry calculation of 3 unconnected molecules or ions with the total composition C18H16FIO8 at a distorted geometry, from the Open Molecules 2025 dataset.

* LUMO: -1.7 eV
* HOMO: -9.539 eV
* gap between HOMO and LUMO: 0.286 hartree
* charge: 0

Each line ends with the natural charge from an NBO analysis.
Atoms and positions in Å:
C: -0.5124 -1.8431 2.6423  -0.667
C: -1.3656 -0.4808 2.6003  -0.277
I: -0.6297 0.6076 0.8126  0.055
C: -2.9369 -0.6828 2.3545  -0.494
C: -3.7183 -1.4291 3.5417  0.014
O: -3.3167 -2.7580 3.9415  -0.511
C: -3.5549 -3.5061 2.7317  0.984
O: -2.6988 -4.2657 2.2676  -0.518
O: -4.8616 -3.1514 2.2845  -0.493
C: -5.1457 -1.8481 2.8799  0.811
O: -5.6344 -1.0284 1.8091  -0.688
F: -6.0570 -2.0537 3.9872  -0.357
H: -0.4847 -2.3113 1.5982  0.230
H: -0.8255 -2.5608 3.4688  0.243
H: 0.5816 -1.5422 2.8715  0.221
H: -1.1172 0.2139 3.4854  0.229
H: -3.3925 0.3757 2.2677  0.242
H: -3.1046 -1.1565 1.3137  0.248
H: -3.8515 -0.6267 4.3450  0.233
H: -6.0929 -0.2347 2.1860  0.500
O: 0.7144 4.6438 -0.3543  -0.486
C: 0.8811 4.2449 -1.4917  0.468
C: 0.8517 2.8014 -1.8111  -0.222
C: 1.0367 2.3660 -3.0584  -0.242
C: 1.2774 3.3073 -4.1733  0.480
O: 1.4442 2.9091 -5.3110  -0.489
C: 1.3069 4.7503 -3.8533  -0.233
C: 1.1218 5.1858 -2.6068  -0.228
H: 0.6726 2.1263 -0.9787  0.228
H: 1.0188 1.3143 -3.3103  0.252
H: 1.4850 5.4257 -4.6810  0.233
H: 1.1394 6.2387 -2.3544  0.233
O: 1.3051 -0.4092 -1.7929  -0.513
C: 2.4582 -0.7954 -1.7117  0.494
C: 3.5945 0.1425 -1.8358  -0.245
C: 4.8552 -0.2832 -1.7485  -0.208
C: 5.1706 -1.7100 -1.5225  0.468
O: 6.3206 -2.0970 -1.4411  -0.479
C: 4.0343 -2.6475 -1.3984  -0.221
C: 2.7735 -2.2217 -1.4857  -0.233
H: 3.3467 1.1835 -2.0001  0.234
H: 5.6993 0.3893 -1.8377  0.234
H: 4.2824 -3.6887 -1.2339  0.236
H: 1.9294 -2.8942 -1.3964  0.236

***

The following is a quantum chemistry calculation of C18H16N2O in the gas phase, from the Open Molecules 2025 dataset.

* LUMO: 0.0 eV
* energy relative to the best compared isomer or geometry (same formula, charge and spin): 0.0 kJ/mol
* HOMO: -8.580 eV
* gap between HOMO and LUMO: 0.315 hartree
* charge: 0

Each line ends with the natural charge from an NBO analysis.
Atoms and positions in Å:
C: -0.5132 2.8505 3.3992  -0.647
C: -0.2759 2.5605 1.9507  0.248
C: -0.5424 1.2720 1.4356  -0.259
C: -0.3353 1.0131 0.1029  -0.069
C: -0.6552 -0.3386 -0.4632  0.657
O: -1.3290 -0.4913 -1.4595  -0.591
N: -0.1080 -1.3403 0.2827  -0.619
C: -0.1849 -2.7276 0.1041  0.215
C: -0.9476 -3.2943 -0.9116  -0.250
C: -1.0065 -4.6681 -1.0546  -0.201
C: -0.3083 -5.4885 -0.1877  -0.226
C: 0.4507 -4.9244 0.8231  -0.189
C: 0.5290 -3.5505 0.9884  -0.073
C: 1.3643 -2.9732 2.0969  -0.642
C: 0.1425 2.0599 -0.7295  -0.024
C: 0.3923 1.9186 -2.1082  -0.188
C: 0.8627 2.9771 -2.8360  -0.214
C: 1.1111 4.2146 -2.2225  -0.195
C: 0.8833 4.3836 -0.8855  -0.200
C: 0.3942 3.3149 -0.1068  0.144
N: 0.1801 3.5304 1.2061  -0.418
H: -0.2438 3.8805 3.6118  0.238
H: -1.5625 2.6947 3.6454  0.222
H: 0.0829 2.1856 4.0227  0.218
H: -0.9373 0.5128 2.0968  0.217
H: 0.4579 -1.0491 1.0665  0.410
H: -1.4902 -2.6523 -1.5845  0.253
H: -1.6020 -5.0943 -1.8476  0.215
H: -0.3518 -6.5618 -0.2946  0.213
H: 0.9967 -5.5650 1.5010  0.207
H: 0.7518 -2.4044 2.7985  0.212
H: 2.1444 -2.3188 1.7048  0.216
H: 1.8482 -3.7728 2.6519  0.230
H: 0.1906 0.9712 -2.5831  0.233
H: 1.0466 2.8647 -3.8942  0.216
H: 1.4837 5.0349 -2.8184  0.215
H: 1.0657 5.3244 -0.3903  0.226

***

The following is a quantum chemistry calculation of C18H16N2O3 in the gas phase at a distorted geometry, from the Open Molecules 2025 dataset.

* LUMO: -0.4 eV
* energy relative to the best compared isomer or geometry (same formula, charge and spin): 1386.1 kJ/mol
* HOMO: -7.945 eV
* gap between HOMO and LUMO: 0.276 hartree
* charge: 0

Each line ends with the natural charge from an NBO analysis.
Atoms and positions in Å:
C: 2.1106 3.9984 0.7545  -0.376
C: 2.4086 2.6919 0.7999  -0.207
C: 3.1199 1.9433 -0.2427  -0.223
N: 2.2966 0.5926 -0.4865  -0.462
C: 1.4106 0.2840 -1.6510  0.720
O: 1.1497 1.1451 -2.3648  -0.574
C: 0.6308 -1.0521 -1.2027  0.185
O: 0.9992 -1.7764 -2.4097  -0.714
C: -0.8346 -0.7107 -1.1304  -0.543
C: -1.2813 0.0700 -0.1626  0.519
O: -0.5932 0.7748 0.8054  -0.577
C: -2.7170 0.2374 0.1962  0.080
C: -3.2054 1.1402 1.0715  -0.140
C: -4.6054 0.8237 1.2761  -0.201
C: -5.3197 0.2086 0.4788  -0.250
C: -4.7770 -0.4616 -0.6855  0.079
N: -3.5329 -0.6161 -0.4430  -0.430
C: 1.3353 -1.4344 -0.2370  -0.217
C: 1.1329 -2.6263 0.4451  -0.130
C: 1.9420 -2.9170 1.7024  -0.260
C: 2.6997 -1.7034 2.2255  -0.169
C: 2.8296 -0.5938 1.4503  -0.267
C: 2.2485 -0.6621 0.2726  0.232
H: 1.5504 4.5971 1.6881  0.216
H: 2.3861 4.5817 -0.1811  0.190
H: 1.9152 2.1724 1.4959  0.208
H: 3.9373 1.5347 0.1345  0.208
H: 3.0732 2.5846 -1.1320  0.239
H: 1.0273 -1.0686 -3.3433  0.483
H: -1.1494 -0.2266 -2.1310  0.302
H: -1.3075 -1.8635 -1.2134  0.306
H: -2.6540 1.5584 1.7961  0.236
H: -5.0286 1.6209 2.0863  0.217
H: -6.4662 0.2863 0.5402  0.215
H: -5.3778 -1.3180 -1.2088  0.202
H: 0.5550 -3.5657 0.2003  0.227
H: 1.7172 -3.8368 2.3664  0.225
H: 3.2918 -2.1052 2.9936  0.213
H: 3.6218 0.1454 1.9902  0.238